Record 1
Entry from OMol25: 11 unconnected molecules or ions with the total composition C5H31NO12 at a distorted geometry (ωB97M-V with the def2-TZVPD basis set).

ORCA input file:
```
! RIJCOSX wB97M-V def2-TZVPD def2/J DEFGRID3
* xyz 0 1
C 0.803 -1.600 -0.262
C 2.173 -1.737 -1.021
O 1.980 -2.544 -2.159
C 0.254 -0.233 -0.192
N -0.651 0.239 0.673
C -1.535 1.395 0.495
C -2.343 1.414 1.785
O 0.521 0.561 -1.135
H 0.241 -2.212 -0.979
H 0.929 -2.219 0.631
H 2.576 -0.787 -1.342
H 2.794 -2.253 -0.277
H 2.479 -2.357 -2.953
H -0.971 -0.435 1.347
H -0.917 2.312 0.394
H -2.022 1.281 -0.482
H -2.664 0.441 2.148
H -1.786 1.796 2.668
H -3.240 1.978 1.567
H -1.580 -2.701 1.584
H -0.841 -4.001 1.936
O -1.090 -3.437 1.196
H 3.308 1.735 -1.512
H 3.235 1.939 0.000
O 3.855 1.829 -0.727
H 1.605 1.573 2.345
H 1.547 1.772 0.929
O 1.754 1.052 1.542
H -2.237 -1.629 -3.241
H -0.989 -1.076 -2.605
O -1.944 -1.140 -2.466
H -2.763 -1.420 -0.393
H -4.034 -0.915 0.288
O -3.083 -0.988 0.412
H -0.092 3.709 -1.225
H 1.083 3.044 -0.603
O 0.798 3.939 -0.822
H 1.096 -1.732 3.737
H 1.403 -1.153 2.304
O 0.920 -1.014 3.121
H -2.112 -0.869 3.612
H -0.683 -0.837 4.039
O -1.575 -0.973 4.406
H 1.895 -0.857 -3.503
H 1.210 0.459 -3.126
O 1.612 -0.013 -3.866
H 0.329 3.339 -2.907
H -0.644 2.183 -2.616
O -0.602 3.141 -2.745
*
```

Summary:
Total energy   -31747.489 eV
Energy above the lowest of the compared OMol25 structures with the same formula, charge and spin   412.6 kJ/mol
Frontier orbital gap   10.00 eV
SMILES   CCNC(=O)CCO.O.O.O.O.O.O.O.O.O.O

Results of the Löwdin charge analysis, in e, for atoms 1 through 8: atom 1 (C): -0.070, atom 2 (C): -0.215, atom 3 (O): -0.065, atom 4 (C): -0.476, atom 5 (N): 0.045, atom 6 (C): -0.194, atom 7 (C): -0.077, atom 8 (O): -0.029

Record 2
Entry from OMol25: 10 unconnected molecules or ions with the total composition C5H32N2O9 at a distorted geometry (ωB97M-V with the def2-TZVPD basis set).

ORCA input file:
```
! RIJCOSX wB97M-V def2-TZVPD def2/J DEFGRID3
* xyz -1 2
C -1.689 -2.000 -0.999
C -1.394 -0.759 -1.876
N -0.921 0.451 -1.225
C -2.010 1.313 -0.731
C -1.294 2.620 -0.261
N -0.514 2.546 1.008
C 0.777 3.079 0.727
H -1.306 -2.923 -1.461
H -1.511 -1.853 0.055
H -2.775 -2.158 -0.945
H -0.649 -1.040 -2.639
H -2.251 -0.653 -2.570
H -0.425 0.211 -0.368
H -2.695 1.640 -1.522
H -2.518 0.865 0.117
H -2.070 3.356 0.092
H -0.748 2.924 -1.176
H -0.475 1.622 1.429
H 0.851 3.975 0.104
H 1.448 2.356 0.204
H 1.351 3.323 1.628
H 1.114 -3.841 0.876
H 1.654 -2.399 1.055
O 1.240 -3.142 1.544
H -2.634 0.065 2.376
H -2.761 -1.087 3.208
O -3.307 -0.321 2.946
H 0.421 -3.656 3.365
H -0.914 -3.669 2.592
O -0.541 -3.554 3.476
H 2.953 -1.522 -1.024
H 2.796 -1.061 0.367
O 3.133 -1.855 -0.117
H -0.294 -1.073 3.919
H -0.445 -1.880 2.660
O -0.122 -1.011 2.964
H 1.876 0.315 -1.291
H 3.236 0.533 -1.972
O 2.407 0.045 -2.050
H 1.594 2.157 -2.790
H 1.664 2.458 -1.308
O 2.015 2.763 -2.166
H 0.821 0.315 -4.557
H -0.338 0.944 -3.732
O 0.107 0.972 -4.597
H 2.310 0.604 1.877
H 1.072 -0.249 1.646
O 1.761 0.252 1.141
*
```

Summary:
⟨S²⟩   0.751
Total energy   -27110.602 eV
Frontier orbital gap (spin up / spin down)   2.67 / 8.95 eV

Results of the Löwdin charge analysis, in e, for atoms 1 through 8: atom 1 (C): -0.128, atom 2 (C): -0.305, atom 3 (N): -0.076, atom 4 (C): -0.212, atom 5 (C): -0.220, atom 6 (N): -0.099, atom 7 (C): -0.206, atom 8 (H): 0.060

Record 3
Entry from OMol25: 9 unconnected molecules or ions with the total composition C5H32N3O8 at a distorted geometry (ωB97M-V with the def2-TZVPD basis set).

ORCA input file:
```
! RIJCOSX wB97M-V def2-TZVPD def2/J DEFGRID3
* xyz 1 1
N -0.038 -3.603 -0.491
C -1.230 -3.330 -1.331
C -1.405 -1.858 -1.413
N -1.419 -1.307 -0.056
C -0.410 -0.381 0.347
C -0.737 0.335 1.668
N -2.021 1.056 1.618
C -1.834 2.462 1.311
H -0.313 -3.379 0.445
H 0.407 -4.494 -0.516
H 0.640 -2.892 -0.657
H -1.208 -3.749 -2.327
H -2.023 -3.916 -0.890
H -0.657 -1.432 -2.109
H -2.184 -1.406 -2.047
H -2.269 -0.873 0.080
H 0.564 -0.867 0.473
H -0.173 0.367 -0.401
H -0.984 -0.514 2.313
H 0.089 0.941 2.081
H -2.630 0.858 2.405
H -1.953 3.093 2.200
H -2.618 2.916 0.712
H -0.834 2.706 0.940
H -4.193 -1.842 1.465
H -3.539 -0.481 1.417
O -4.389 -0.927 1.292
H 0.695 -1.593 2.761
H 1.673 -1.663 3.911
O 1.147 -2.283 3.345
H 4.605 2.167 -0.966
H 2.998 1.879 -1.057
O 3.802 1.571 -0.646
H 2.769 2.850 -3.265
H 1.305 2.418 -2.733
O 2.277 2.489 -2.525
H -0.436 3.808 -2.300
H 0.567 4.658 -3.124
O 0.161 3.716 -3.076
H -0.840 4.025 -0.253
H -1.924 4.561 -1.142
O -0.962 4.578 -1.018
H 4.803 -1.235 -0.010
H 3.916 -0.012 0.198
O 3.876 -0.996 0.319
H 1.828 -2.873 1.676
H 2.837 -2.390 0.608
O 2.260 -3.161 0.768
*
```

Summary:
Total energy   -26547.083 eV
Energy above the lowest of the compared OMol25 structures with the same formula, charge and spin   201.6 kJ/mol
Frontier orbital gap   9.96 eV

Results of the Löwdin charge analysis, in e, for atoms 1 through 8: atom 1 (N): 0.197, atom 2 (C): -0.136, atom 3 (C): -0.187, atom 4 (N): -0.044, atom 5 (C): -0.227, atom 6 (C): -0.203, atom 7 (N): -0.115, atom 8 (C): -0.115

- total energy of number 3 (C5H32N3O8)?
  -26547.083 eV